Record 1
Density functional theory data (the ωB97M-V functional and the def2-TZVPD basis) for a molecular structure, C27H37As3ClCsN2O at a distorted geometry.

Element x y z (Å)
Cs -0.0691 -0.5673 -1.6194
Cl -2.0020 -6.7966 -6.1777
C -1.3615 -5.5862 -5.0882
C -0.4393 -5.9549 -4.0967
C 0.0519 -5.0188 -3.2262
C -0.3570 -3.6504 -3.2669
O 0.0177 -2.8232 -2.3627
C -1.2296 -3.2873 -4.3390
C -1.6161 -1.9302 -4.7040
N -1.0973 -0.8122 -4.3410
C -1.4726 0.3372 -5.0905
C -1.8194 0.2663 -6.4166
C -2.1892 1.4050 -7.1694
C -2.1791 2.6401 -6.6038
C -1.7538 2.7798 -5.2582
C -1.6432 4.0542 -4.6485
C -1.1627 4.1686 -3.3825
C -0.7944 2.9845 -2.7089
N -0.9097 1.7884 -3.2175
C -1.3836 1.6498 -4.4968
C -1.7406 -4.2807 -5.2013
H -0.1303 -6.9904 -4.0202
H 0.7475 -5.2980 -2.4441
H -2.4357 -1.9127 -5.4317
H -1.7813 -0.6925 -6.9167
H -2.4671 1.2801 -8.2085
H -2.4534 3.5235 -7.1680
H -1.9352 4.9314 -5.2153
H -1.0523 5.1279 -2.8947
H -0.3893 3.0457 -1.6997
H -2.4323 -3.9936 -5.9866
C -2.9067 0.6660 2.3094
As -1.0882 0.1521 1.7960
C -1.1600 -1.6362 2.6076
C -0.2363 1.1767 3.2559
C 1.2550 1.0222 3.6149
C 1.5859 -0.4059 4.0484
C 2.1856 1.4384 2.4581
As 2.3223 0.3043 0.8510
C 3.5919 1.4940 -0.0561
C 3.6701 -0.9832 1.4598
C 1.5730 2.0308 4.7492
As 0.9632 1.9576 6.6312
C 2.0725 0.4871 7.2966
C -0.7500 1.0055 6.6652
H -3.0818 0.4519 3.3643
H -3.6234 0.1120 1.7051
H -3.0515 1.7297 2.1245
H -1.3018 -1.5707 3.6866
H -0.2591 -2.2069 2.3927
H -2.0073 -2.1624 2.1683
H -0.8395 0.9625 4.1332
H -0.4277 2.2221 2.9955
H 1.4761 -1.1154 3.2309
H 0.9324 -0.7422 4.8498
H 2.6171 -0.4742 4.4036
H 3.2075 1.5298 2.8333
H 1.9000 2.4297 2.0945
H 4.4260 1.7269 0.6057
H 3.0910 2.4171 -0.3458
H 3.9711 1.0110 -0.9553
H 4.4026 -0.5029 2.1097
H 4.1780 -1.3736 0.5784
H 3.2075 -1.8146 1.9855
H 1.2955 3.0316 4.4123
H 2.6584 2.0657 4.8914
H 3.1239 0.7388 7.1541
H 1.8587 -0.4614 6.8091
H 1.8881 0.3913 8.3665
H -1.5377 1.6128 6.2226
H -0.9859 0.8613 7.7202
H -0.7163 0.0331 6.1777

Values from the calculation:
Spin multiplicity: 1



Record 2
Density functional theory data (the ωB97M-V functional and the def2-TZVPD basis) for a molecular structure, C27H37BN7OPS3Ti.

Element x y z (Å)
Ti -0.4573 0.1678 -1.0834
B -1.9779 0.9995 -3.9913
N -1.9952 -0.5189 -3.6210
C -2.4556 -1.4990 -4.3836
C -2.1563 -2.7243 -3.7928
C -1.5037 -2.3895 -2.6309
N -1.3979 -1.0432 -2.5152
N -2.3132 1.8244 -2.7290
C -3.1720 2.8376 -2.6944
C -2.9122 3.6245 -1.5807
C -1.8473 3.0049 -0.9671
N -1.4724 1.9021 -1.6505
H -0.8770 1.3185 -4.3735
H -2.8234 1.1784 -4.8163
H -2.9681 -1.2665 -5.3013
H -2.4006 -3.7074 -4.1512
H -1.1136 -3.0478 -1.8753
H -3.8921 2.9542 -3.4861
H -3.4180 4.5206 -1.2720
H -1.3299 3.2922 -0.0710
C 4.4464 -0.8005 1.2992
C 4.1854 -0.0227 0.0290
N 2.8100 -0.2721 -0.4146
C 2.0821 -1.3536 -0.0616
N 0.7579 -1.3686 -0.3223
C 0.0815 -2.5493 0.2621
C 0.8502 -3.8108 -0.0730
C 2.1680 -3.7246 0.6568
N 2.7161 -2.3688 0.5475
C 4.0941 -2.2466 1.0373
H 3.8290 -0.4044 2.1090
H 5.4892 -0.7166 1.5981
H 4.8871 -0.3241 -0.7543
H 4.2919 1.0503 0.1781
H 2.2687 0.5364 -0.6623
H -0.9443 -2.5881 -0.0878
H 0.0125 -2.4310 1.3496
H 1.0092 -3.8783 -1.1531
H 0.3072 -4.7012 0.2400
H 2.9112 -4.4186 0.2587
H 2.0346 -3.9524 1.7180
H 4.7779 -2.6915 0.3071
H 4.1576 -2.8438 1.9475
C 2.4252 -1.2897 -3.5574
S 1.3115 0.0691 -3.8387
C 2.4445 1.3399 -4.3363
O 0.9032 0.5411 -2.4109
H 2.7995 -1.5936 -4.5351
H 1.8351 -2.0973 -3.1269
H 3.2325 -0.9918 -2.8928
H 2.9059 1.0153 -5.2689
H 3.1902 1.4863 -3.5573
H 1.8626 2.2427 -4.5072
S 0.4525 1.6055 0.7773
P -1.1709 0.9375 1.8121
S -2.1710 -0.3306 0.5582
C -2.2440 2.2913 2.2778
C -1.6703 3.4723 2.7481
C -2.4857 4.5050 3.1788
C -3.8669 4.3561 3.1456
C -4.4364 3.1787 2.6817
C -3.6278 2.1407 2.2443
C -0.6331 0.1267 3.3172
C 0.5550 -0.6066 3.3218
C 0.9586 -1.2592 4.4715
C 0.1796 -1.1840 5.6216
C -0.9959 -0.4509 5.6215
C -1.4060 0.2101 4.4720
H -0.5932 3.5888 2.7720
H -2.0460 5.4240 3.5398
H -4.5023 5.1638 3.4818
H -5.5114 3.0692 2.6552
H -4.0773 1.2308 1.8677
H 1.1738 -0.6361 2.4330
H 1.8852 -1.8173 4.4839
H 0.4989 -1.6891 6.5228
H -1.5949 -0.3849 6.5188
H -2.3206 0.7883 4.4848

Values from the calculation:
Total charge: +2
Spin multiplicity: 1



HOMO
In order: -6.784, -14.083
Unit: eV